# C5H8N4O2

A cluster of 2 separate species, C5H8N4O2 in total at a distorted geometry (ωB97M-V with the def2-TZVPD basis set, OMol25).

Atoms and positions in Å:
C  1.69659  -0.12822  -1.90705
C  -0.26201  -0.70062  -1.47249
C  -2.05993  2.32143  -0.30644
C  0.69327  -0.52391  2.25424
C  -0.25530  -0.62594  1.01400
N  0.66017  -0.51695  -2.45345
N  1.62461  -0.35246  -0.42887
N  0.32681  -0.55184  -0.18326
N  -1.99297  1.27343  -0.85088
O  -2.23712  3.24245  0.38238
O  -1.54331  -1.09339  1.07499
H  2.65004  0.19948  -2.17939
H  -1.09325  -1.42139  -1.62944
H  1.63220  -1.05720  2.03472
H  0.13718  -0.97951  3.09223
H  0.92892  0.55341  2.51936
H  2.21589  0.17574  0.16659
H  -1.24763  0.68142  -1.43224
H  -1.87417  -0.49593  0.30499

E_LUMO	0.42	eV
HOMO level	-7.0513	eV
multiplicity	1
maximum force	4.18	eV/A
E_tot	-15366.119	eV
orbital gap	7.47	eV